[1]
This record from the OMol25 dataset describes a cluster of 9 separate species, C40H62N8O14 in total in a non-equilibrium geometry. The level of theory is the ωB97M-V functional and the def2-TZVPD basis.

```
124
Properties=species:S:1:pos:R:3:lowdin_charge:R:1
C 51.507 44.641 4.772 0.041
C 53.032 44.844 5.243 -0.371
C 53.139 45.345 6.617 -0.109
C 52.851 44.325 7.758 -0.108
C 53.923 43.197 7.633 -0.065
C 53.912 42.634 6.168 -0.369
N 53.751 43.526 5.028 0.039
O 53.934 43.122 3.858 0.209
C 52.668 41.619 6.108 0.055
C 55.216 41.845 5.892 0.007
C 53.618 45.927 4.299 0.028
H 50.902 45.541 4.807 0.098
H 50.904 44.159 5.417 0.013
H 51.386 44.280 3.694 0.132
H 52.546 46.229 6.808 0.142
H 54.136 45.677 6.934 0.136
H 52.028 44.002 7.708 -0.014
H 53.090 44.750 8.634 0.085
H 53.847 42.329 8.370 0.119
H 54.934 43.794 7.892 0.154
H 51.622 41.933 6.189 0.092
H 52.849 40.936 6.757 0.010
H 52.727 40.922 5.218 0.126
H 55.668 41.301 6.704 0.103
H 56.028 42.533 5.741 0.089
H 55.111 41.364 4.993 0.052
H 54.607 45.934 4.583 0.081
H 53.210 46.872 4.432 0.096
H 53.429 45.706 3.388 0.023
C 51.597 41.343 10.083 -0.909
O 50.845 42.101 9.507 -0.027
O 51.533 41.330 11.436 0.015
O 52.407 40.556 9.576 -0.047
H 50.950 42.028 11.860 0.059
C 50.752 36.703 7.136 -0.051
C 50.688 38.029 7.974 0.035
C 50.065 39.294 7.293 0.039
C 49.701 39.209 5.806 -0.071
C 49.670 37.820 5.075 0.034
C 50.340 36.713 5.758 -0.110
N 49.092 40.356 5.103 -0.251
O 49.064 41.443 5.825 -0.024
O 49.203 40.376 3.795 0.013
H 50.978 35.754 7.612 0.079
H 51.188 38.176 9.020 0.114
H 50.268 40.068 7.882 0.008
H 49.436 37.781 4.115 0.032
H 50.346 35.719 5.007 0.157
C 50.934 40.264 15.064 -0.052
C 51.239 41.490 16.031 -0.015
C 50.711 41.423 17.520 0.020
C 49.801 40.228 17.948 -0.098
C 49.645 39.074 16.950 0.042
C 50.004 39.281 15.507 -0.075
N 49.308 40.060 19.349 -0.382
O 49.437 41.163 20.007 -0.002
O 48.931 39.026 19.707 0.124
H 51.414 40.337 14.063 0.087
H 51.712 42.452 15.578 0.095
H 50.771 42.319 18.258 0.105
H 49.048 38.238 17.374 0.096
H 49.799 38.647 14.717 0.033
C 48.698 44.225 7.714 -0.057
C 48.606 45.218 8.947 0.023
C 48.279 46.632 8.623 0.027
C 47.663 47.111 7.253 -0.080
C 47.595 45.956 6.217 0.076
C 48.089 44.544 6.523 -0.099
N 47.107 48.408 7.084 -0.383
O 46.508 48.622 5.935 -0.001
O 47.209 49.200 7.935 0.122
H 48.946 43.169 7.807 0.066
H 49.176 45.018 9.906 0.084
H 48.317 47.382 9.346 0.052
H 47.071 46.140 5.303 0.075
H 47.959 43.771 5.741 0.091
C 46.861 38.565 12.225 -0.271
O 45.901 37.800 12.408 -0.003
N 48.196 38.158 12.215 -0.149
C 49.213 39.140 11.815 -0.065
C 48.527 36.770 12.517 -0.059
H 46.771 39.522 12.059 0.061
H 49.680 39.217 10.808 0.076
H 50.139 38.873 12.352 0.086
H 49.098 40.148 12.029 0.045
H 48.841 36.548 13.538 0.075
H 49.326 36.499 11.817 0.079
H 47.660 36.043 12.246 0.118
C 56.089 44.808 11.020 -0.319
O 56.983 45.743 10.720 -0.111
N 56.139 43.537 10.734 -0.150
C 55.042 42.689 10.965 -0.068
C 57.319 43.129 9.714 0.067
H 55.119 45.121 11.601 0.150
H 55.216 42.369 11.920 0.056
H 54.781 41.958 10.167 0.090
H 54.044 43.385 11.248 0.136
H 57.319 43.933 8.898 0.116
H 57.274 42.196 9.292 0.050
H 58.123 43.019 10.170 -0.009
C 49.427 43.730 13.251 -0.288
O 49.808 42.548 13.255 -0.023
N 50.068 44.694 12.613 -0.175
C 49.552 46.062 12.525 -0.037
C 51.359 44.588 12.119 -0.087
H 48.406 44.068 13.641 0.165
H 49.759 46.362 11.606 0.010
H 49.908 46.654 13.359 0.097
H 48.429 46.247 12.545 0.126
H 51.803 45.478 11.677 0.094
H 51.237 43.922 11.245 0.082
H 52.216 44.194 12.675 0.098
C 47.582 41.783 10.503 -0.296
O 47.024 42.554 11.400 -0.082
N 46.797 40.955 9.860 -0.148
C 47.357 40.122 8.794 -0.027
C 45.267 41.071 9.907 -0.012
H 48.565 41.974 10.235 0.093
H 47.922 40.700 8.249 -0.003
H 46.652 39.690 8.122 0.095
H 48.037 39.435 9.328 0.084
H 44.761 42.065 9.520 0.130
H 45.021 40.944 10.920 0.040
H 44.775 40.104 9.559 0.104
```

Summary:
Relative energy (zero: lowest compared OMol25 entry of this formula, charge and spin): 186.0 kJ/mol
Charge: 0
Energy: -3051.6695 a.u.
E_LUMO: -4.2 eV
Highest occupied orbital energy: -0.3102 Eh

---

[2]
This record from the OMol25 dataset describes a structure of composition C16H19N3O6 in a non-equilibrium geometry. The level of theory is the ωB97M-V functional and the def2-TZVPD basis.

```
44
Properties=species:S:1:pos:R:3:nbo_charge:R:1
C 1.244 -2.346 1.076 -0.588
C 1.098 -3.015 -0.215 -0.028
O -0.376 -3.298 -0.439 -0.602
C -0.517 -4.254 -1.561 -0.105
C -0.229 -3.582 -3.089 -0.461
H -0.497 -4.565 -3.702 0.242
C -1.159 -2.685 -3.145 -0.199
N -1.078 -1.405 -2.405 -0.656
C -0.233 -0.445 -2.731 0.663
O 0.244 -0.183 -3.726 -0.553
C -0.024 0.318 -1.450 -0.174
C -0.899 0.942 -0.826 -0.135
C -0.508 1.977 0.377 0.004
C -1.897 2.209 1.185 -0.080
C -1.739 3.141 2.149 -0.053
C -0.448 3.439 2.771 0.285
C 0.830 3.206 2.061 0.363
C 0.640 2.283 0.947 -0.312
H 1.334 2.174 0.387 0.188
O 1.788 3.589 2.570 -0.409
C 3.025 3.392 1.747 -0.226
H 2.980 3.529 0.868 0.163
H 3.115 2.237 1.903 0.195
H 3.783 3.724 2.517 0.233
O -0.554 4.472 3.576 -0.692
H -1.274 4.618 4.201 0.525
N -2.777 3.448 2.911 0.464
O -4.160 2.963 2.489 -0.539
O -2.841 4.027 3.927 -0.297
H -2.744 1.876 0.909 0.214
H -1.944 0.780 -0.994 0.244
C 1.561 0.571 -1.368 0.277
N 2.652 0.512 -1.090 -0.353
H -1.031 -1.683 -1.355 0.425
H -1.110 -2.165 -4.248 0.227
H -2.558 -2.877 -3.024 0.204
H 0.617 -3.277 -3.251 0.209
H 0.120 -5.373 -1.271 0.181
H -1.617 -4.653 -1.414 0.215
H 1.425 -2.735 -1.140 0.175
H 1.758 -4.099 -0.053 0.147
H 0.644 -1.679 1.012 0.185
H 0.923 -2.997 1.781 0.216
H 2.431 -2.112 1.134 0.216
```

Summary:
Relative energy (zero: lowest compared OMol25 entry of this formula, charge and spin): 2191.6 kJ/mol
Charge: 0
Energy: -1236.0381 a.u.
E_LUMO: -1.4 eV
Highest occupied orbital energy: -0.2950 Eh

---

[3]
This record from the OMol25 dataset describes a structure of composition C57H50N2P3PtSSi in a non-equilibrium geometry. The level of theory is the ωB97M-V functional and the def2-TZVPD basis.

```
115
Properties=species:S:1:pos:R:3:lowdin_charge:R:1
Pt -0.250 0.157 -0.011 0.367
C -3.364 -0.517 -4.825 -0.076
C -4.041 -1.461 -4.068 -0.077
C -3.555 -1.840 -2.831 -0.096
C -2.381 -1.275 -2.339 -0.362
C -1.703 -0.329 -3.107 -0.126
C -2.196 0.052 -4.341 -0.080
P -1.599 -1.780 -0.780 0.963
C -2.821 -2.806 0.076 -0.354
C -2.428 -4.011 0.659 -0.093
C -3.336 -4.770 1.367 -0.076
C -4.637 -4.320 1.535 -0.071
C -5.018 -3.092 1.013 -0.067
C -4.114 -2.329 0.301 -0.100
C -0.437 -3.025 -1.443 -0.365
C -0.985 -4.169 -2.015 -0.091
C -0.162 -5.158 -2.516 -0.055
C 1.214 -4.996 -2.471 -0.062
C 1.756 -3.830 -1.954 -0.092
C 0.945 -2.828 -1.435 -0.258
Si 1.572 -1.142 -0.809 0.622
C 2.011 0.006 -2.263 -0.305
C 2.276 -0.491 -3.538 -0.084
C 2.346 0.346 -4.634 -0.067
C 2.162 1.714 -4.480 -0.064
C 1.929 2.244 -3.222 -0.081
C 1.849 1.408 -2.116 -0.406
P 1.447 1.966 -0.438 0.985
C 3.071 1.869 0.399 -0.340
C 4.188 1.298 -0.203 -0.090
C 5.392 1.242 0.476 -0.074
C 5.498 1.746 1.761 -0.071
C 4.395 2.331 2.360 -0.061
C 3.193 2.402 1.681 -0.084
C 1.260 3.787 -0.492 -0.354
C 2.282 4.610 -0.962 -0.086
C 2.124 5.983 -0.950 -0.060
C 0.965 6.548 -0.442 -0.065
C -0.044 5.737 0.049 -0.067
C 0.101 4.361 0.024 -0.115
C 2.715 -1.303 0.723 -0.281
C 4.030 -1.733 0.607 -0.107
C 4.871 -1.771 1.707 -0.074
C 4.404 -1.361 2.944 -0.063
C 3.091 -0.951 3.086 -0.079
C 2.236 -0.939 1.988 -0.367
P 0.476 -0.492 2.196 0.930
C -0.332 -1.925 2.969 -0.365
C 0.340 -3.025 3.489 -0.077
C -0.377 -4.025 4.126 -0.071
C -1.753 -3.930 4.246 -0.082
C -2.425 -2.834 3.727 -0.086
C -1.719 -1.835 3.087 -0.109
C 0.438 0.707 3.560 -0.346
C 0.314 2.052 3.239 -0.130
C 0.342 3.014 4.230 -0.074
C 0.454 2.629 5.556 -0.071
C 0.532 1.285 5.885 -0.067
C 0.522 0.320 4.895 -0.086
H -3.740 -0.244 -5.800 0.105
H -4.941 -1.920 -4.450 0.109
H -4.088 -2.576 -2.249 0.101
H -0.779 0.108 -2.728 0.063
H -1.656 0.774 -4.939 0.105
H -1.410 -4.356 0.549 0.114
H -3.029 -5.715 1.788 0.114
H -5.345 -4.915 2.090 0.110
H -6.026 -2.737 1.162 0.110
H -4.404 -1.359 -0.081 0.086
H -2.061 -4.278 -2.059 0.111
H -0.595 -6.049 -2.946 0.111
H 1.861 -5.769 -2.860 0.110
H 2.827 -3.696 -1.973 0.102
H 2.410 -1.555 -3.669 0.099
H 2.539 -0.063 -5.614 0.108
H 2.210 2.366 -5.338 0.107
H 1.808 3.316 -3.110 0.093
H 4.122 0.892 -1.201 0.103
H 6.251 0.800 -0.005 0.113
H 6.439 1.694 2.287 0.110
H 4.471 2.739 3.357 0.112
H 2.345 2.867 2.157 0.084
H 3.203 4.169 -1.319 0.117
H 2.915 6.617 -1.321 0.111
H 0.858 7.622 -0.417 0.110
H -0.937 6.180 0.464 0.110
H -0.681 3.734 0.432 0.082
H 4.407 -2.031 -0.362 0.107
H 5.892 -2.106 1.595 0.112
H 5.061 -1.366 3.799 0.111
H 2.727 -0.631 4.051 0.100
H 1.415 -3.098 3.403 0.103
H 0.147 -4.877 4.536 0.107
H -2.303 -4.718 4.736 0.108
H -3.498 -2.758 3.818 0.109
H -2.235 -0.982 2.662 0.103
H 0.178 2.324 2.199 0.050
H 0.278 4.059 3.969 0.107
H 0.457 3.374 6.336 0.107
H 0.601 0.986 6.921 0.108
H 0.562 -0.729 5.157 0.108
C -5.174 1.422 -1.745 -0.093
N -4.018 2.181 -2.159 -0.020
C -2.831 2.085 -1.546 -0.809
S -2.684 1.273 -0.080 0.643
N -1.770 2.711 -2.084 -0.039
C -1.860 3.746 -3.089 -0.057
H -6.044 1.780 -2.286 0.093
H -5.336 1.555 -0.676 0.067
H -5.036 0.357 -1.953 0.069
H -4.046 2.577 -3.086 0.131
H -0.902 2.628 -1.568 0.040
H -2.038 3.325 -4.082 0.082
H -0.922 4.298 -3.109 0.088
H -2.662 4.449 -2.845 0.096
```

Summary:
Charge: +1
Energy: -4142.6255 a.u.
E_LUMO: -2.4 eV
Highest occupied orbital energy: -0.3171 Eh

---

What did the second record say?
This record from the OMol25 dataset describes a structure of composition C16H19N3O6 in a non-equilibrium geometry. The level of theory is the ωB97M-V functional and the def2-TZVPD basis.

```
44
Properties=species:S:1:pos:R:3:nbo_charge:R:1
C 1.244 -2.346 1.076 -0.588
C 1.098 -3.015 -0.215 -0.028
O -0.376 -3.298 -0.439 -0.602
C -0.517 -4.254 -1.561 -0.105
C -0.229 -3.582 -3.089 -0.461
H -0.497 -4.565 -3.702 0.242
C -1.159 -2.685 -3.145 -0.199
N -1.078 -1.405 -2.405 -0.656
C -0.233 -0.445 -2.731 0.663
O 0.244 -0.183 -3.726 -0.553
C -0.024 0.318 -1.450 -0.174
C -0.899 0.942 -0.826 -0.135
C -0.508 1.977 0.377 0.004
C -1.897 2.209 1.185 -0.080
C -1.739 3.141 2.149 -0.053
C -0.448 3.439 2.771 0.285
C 0.830 3.206 2.061 0.363
C 0.640 2.283 0.947 -0.312
H 1.334 2.174 0.387 0.188
O 1.788 3.589 2.570 -0.409
C 3.025 3.392 1.747 -0.226
H 2.980 3.529 0.868 0.163
H 3.115 2.237 1.903 0.195
H 3.783 3.724 2.517 0.233
O -0.554 4.472 3.576 -0.692
H -1.274 4.618 4.201 0.525
N -2.777 3.448 2.911 0.464
O -4.160 2.963 2.489 -0.539
O -2.841 4.027 3.927 -0.297
H -2.744 1.876 0.909 0.214
H -1.944 0.780 -0.994 0.244
C 1.561 0.571 -1.368 0.277
N 2.652 0.512 -1.090 -0.353
H -1.031 -1.683 -1.355 0.425
H -1.110 -2.165 -4.248 0.227
H -2.558 -2.877 -3.024 0.204
H 0.617 -3.277 -3.251 0.209
H 0.120 -5.373 -1.271 0.181
H -1.617 -4.653 -1.414 0.215
H 1.425 -2.735 -1.140 0.175
H 1.758 -4.099 -0.053 0.147
H 0.644 -1.679 1.012 0.185
H 0.923 -2.997 1.781 0.216
H 2.431 -2.112 1.134 0.216
```

Summary:
Relative energy (zero: lowest compared OMol25 entry of this formula, charge and spin): 2191.6 kJ/mol
Charge: 0
Energy: -1236.0381 a.u.
E_LUMO: -1.4 eV
Highest occupied orbital energy: -0.2950 Eh

---

Number 3 is which compound?
C57H50N2P3PtSSi

---

Look up the charge of the first one.
0